{
  "formula": "C54H75F2N9O7PS",
  "method": "ωB97M-V/def2-TZVPD",
  "homo_energy_ev": -10.13,
  "mol_weight_da": 1063.3,
  "fmax_ev_per_a": 6.71,
  "gap_ev": 6.74,
  "charge": 1,
  "lumo_energy_ev": -3.394,
  "relative_energy_kcal_mol": 187.80,
  "elements": ["C", "C", "C", "O", "C", "F", "O", "C", "F", "C", "N", "C", "C", "C", "C", "C", "C", "C", "S", "C", "N", "N", "C", "O", "P", "O", "O", "O", "C", "C", "C", "C", "C", "C", "C", "C", "O", "C", "H", "H", "H", "H", "H", "H", "H", "H", "H", "H", "H", "H", "H", "H", "H", "H", "H", "H", "H", "H", "H", "H", "H", "H", "H", "H", "H", "H", "H", "H", "H", "H", "H", "H", "H", "H", "H", "H", "H", "H", "H", "H", "H", "H", "H", "N", "C", "C", "C", "C", "C", "H", "H", "H", "H", "H", "N", "C", "C", "C", "C", "C", "H", "H", "H", "H", "H", "N", "C", "C", "C", "C", "C", "H", "H", "H", "H", "H", "N", "C", "C", "C", "C", "C", "H", "H", "H", "H", "H", "N", "C", "C", "C", "C", "C", "H", "H", "H", "H", "H", "N", "C", "C", "C", "C", "C", "H", "H", "H", "H", "H"],
  "positions_angstrom": [[-4.360, 2.217, 3.835], [-3.993, 2.844, 2.376], [-3.812, 1.546, 1.409], [-3.964, 1.976, 0.025], [-4.116, 0.864, -0.863], [-3.571, -0.281, -0.236], [-5.527, 0.613, -1.092], [-5.777, -0.529, -1.912], [-5.978, -1.698, -1.072], [-4.688, -0.909, -3.012], [-3.667, 0.146, -3.344], [-2.425, -0.539, -3.830], [-1.506, -1.301, -2.776], [-1.615, -2.925, -2.919], [-1.312, -3.493, -1.420], [-1.155, -5.107, -1.350], [0.447, -5.447, -1.341], [0.897, -5.539, -2.882], [1.983, -6.988, -3.296], [1.350, -8.449, -2.379], [2.005, -9.519, -1.699], [0.930, -10.236, -1.210], [-0.332, -9.643, -1.549], [-0.080, -8.480, -2.328], [-4.337, 0.963, -4.827], [-4.324, 0.081, -6.062], [-3.522, 2.445, -5.141], [-5.982, 1.418, -4.572], [-3.512, 1.236, -2.317], [-2.120, 2.018, -2.291], [-1.074, 1.624, -1.155], [0.427, 1.293, -1.712], [1.556, 2.249, -1.099], [1.617, 2.286, 0.499], [2.219, 0.961, 1.182], [1.010, 0.279, 2.030], [1.238, -1.139, 2.224], [0.679, -1.900, 1.138], [-5.447, 1.868, 3.887], [-4.145, 2.960, 4.681], [-3.643, 1.334, 4.022], [-2.983, 3.375, 2.530], [-4.809, 3.535, 1.980], [-2.754, 1.150, 1.655], [-4.633, 0.811, 1.757], [-6.781, -0.367, -2.441], [-4.223, -1.919, -2.695], [-5.265, -1.157, -3.985], [-1.738, 0.154, -4.449], [-2.769, -1.342, -4.588], [-0.408, -1.065, -3.051], [-1.624, -1.028, -1.682], [-2.617, -3.269, -3.343], [-0.743, -3.275, -3.586], [-0.303, -3.009, -1.122], [-2.068, -3.131, -0.643], [-1.682, -5.567, -2.250], [-1.656, -5.554, -0.413], [0.567, -6.417, -0.754], [1.054, -4.651, -0.771], [1.510, -4.585, -3.113], [-0.001, -5.484, -3.606], [-1.385, -9.960, -1.281], [-4.049, 3.099, -4.605], [-6.146, 1.601, -3.618], [-4.274, 2.048, -2.655], [-1.551, 2.019, -3.296], [-2.365, 3.137, -2.123], [-1.346, 0.757, -0.476], [-0.921, 2.537, -0.461], [0.469, 1.382, -2.860], [0.668, 0.206, -1.462], [1.494, 3.307, -1.565], [2.579, 1.837, -1.453], [0.616, 2.504, 1.015], [2.309, 3.164, 0.797], [2.983, 1.299, 1.980], [2.723, 0.242, 0.456], [-0.014, 0.519, 1.548], [0.948, 0.733, 3.092], [1.416, -2.061, 0.256], [-0.252, -1.405, 0.654], [0.333, -2.955, 1.441], [0.622, -3.305, -5.637], [-0.383, -2.825, -6.389], [-0.288, -2.596, -7.751], [0.917, -2.875, -8.381], [1.973, -3.369, -7.630], [1.776, -3.567, -6.273], [-1.303, -2.620, -5.851], [-1.133, -2.210, -8.307], [1.031, -2.708, -9.446], [2.927, -3.597, -8.088], [2.572, -3.956, -5.644], [-3.732, -4.385, 1.315], [-4.510, -3.299, 1.442], [-5.533, -3.188, 2.369], [-5.772, -4.263, 3.215], [-4.982, -5.398, 3.104], [-3.982, -5.409, 2.146], [-4.287, -2.488, 0.757], [-6.129, -2.286, 2.429], [-6.564, -4.215, 3.953], [-5.140, -6.255, 3.746], [-3.336, -6.272, 2.022], [5.382, 0.884, -1.273], [6.054, 0.278, -2.265], [7.087, 0.873, -2.972], [7.447, 2.171, -2.642], [6.768, 2.823, -1.622], [5.752, 2.140, -0.972], [5.735, -0.735, -2.488], [7.596, 0.334, -3.762], [8.249, 2.671, -3.174], [7.023, 3.838, -1.339], [5.194, 2.606, -0.166], [-2.268, 1.668, 5.836], [-2.055, 0.506, 6.473], [-1.706, 0.412, 7.811], [-1.563, 1.586, 8.536], [-1.774, 2.802, 7.903], [-2.124, 2.789, 6.563], [-2.176, -0.385, 5.864], [-1.549, -0.555, 8.274], [-1.289, 1.553, 9.585], [-1.671, 3.735, 8.438], [-2.303, 3.715, 6.025], [0.624, 3.957, 9.104], [1.094, 4.201, 10.338], [2.427, 4.455, 10.620], [3.331, 4.454, 9.569], [2.873, 4.203, 8.283], [1.521, 3.964, 8.105], [0.349, 4.188, 11.127], [2.749, 4.649, 11.636], [4.383, 4.647, 9.749], [3.552, 4.194, 7.439], [1.113, 3.766, 7.118], [8.109, 5.775, -1.491], [7.547, 6.958, -1.790], [8.251, 8.148, -1.872], [9.617, 8.120, -1.626], [10.223, 6.912, -1.313], [9.432, 5.777, -1.260], [6.477, 6.928, -1.970], [7.746, 9.072, -2.120], [10.203, 9.031, -1.679], [11.286, 6.854, -1.116], [9.861, 4.808, -1.023]],
  "forces_ev_per_a": [[0.40, 0.08, -0.52], [0.19, -1.20, 0.70], [-0.12, 1.25, 2.92], [-0.19, -2.73, -1.78], [0.03, 0.65, 1.06], [-0.54, 1.24, -1.79], [1.30, -1.20, -0.72], [-1.14, -0.61, 0.36], [0.65, 2.09, -1.62], [-1.64, -2.29, 0.37], [-0.28, 0.31, -0.36], [2.61, -1.66, -1.58], [0.68, -1.05, -0.41], [0.87, 0.48, 1.45], [0.14, -0.27, -0.38], [0.70, 0.84, 0.63], [-1.37, -0.39, -0.28], [-0.43, 0.94, 0.56], [-0.05, -0.90, 0.70], [-0.32, -0.79, 1.07], [-4.83, 3.99, -2.40], [-4.43, 1.38, -0.80], [5.25, -0.31, 0.00], [2.42, -2.55, 1.65], [-2.07, 1.32, -6.16], [0.52, 1.80, 3.76], [-2.42, -2.62, 2.39], [3.58, -0.77, 1.50], [-0.05, 2.55, 1.42], [0.80, 0.71, 0.12], [1.60, 0.44, 0.48], [-0.16, 0.14, 0.01], [0.51, -0.36, -0.22], [0.94, 0.54, 0.18], [-0.94, 0.66, 1.16], [0.69, 0.48, 0.31], [-1.54, 0.31, -1.33], [-0.37, -0.74, -1.37], [1.46, 0.50, -0.13], [-0.50, -1.08, -1.41], [-1.34, 1.43, -0.26], [-1.64, -0.59, -0.65], [1.23, -0.86, 0.53], [-1.77, 0.31, -0.82], [1.37, 0.96, -1.02], [1.39, -0.15, 1.08], [-0.23, 1.98, -0.31], [0.99, 0.42, 1.51], [-1.56, -0.62, 1.11], [0.26, 1.52, 1.21], [-1.87, -0.10, 0.46], [-0.23, -0.07, -1.43], [1.26, 0.36, 0.60], [-1.58, 0.46, 0.75], [-1.57, -0.80, -0.43], [0.73, -0.45, -1.21], [0.88, 0.45, 1.14], [0.76, 1.02, -1.36], [0.10, 1.14, -1.10], [-1.05, -1.16, -0.98], [-0.63, -1.80, 0.12], [1.43, -0.38, 1.29], [1.77, 0.51, -0.46], [0.85, -0.23, -0.84], [-0.23, 0.09, -0.68], [1.11, -1.30, 0.87], [-1.30, -0.29, 1.44], [0.07, -1.93, -0.27], [-0.13, 1.14, -0.96], [-0.58, -1.47, -1.10], [-0.12, -0.12, 1.61], [-0.19, 1.42, -0.27], [-0.19, -1.59, 0.91], [-1.56, 0.62, 0.54], [1.25, -0.17, -0.96], [-1.16, -1.30, -0.60], [-0.98, -0.73, -1.49], [-0.79, 0.94, 0.91], [1.45, -0.70, 0.47], [0.28, -0.65, -1.71], [-0.82, 0.41, 1.41], [1.31, -0.50, 0.97], [0.69, 1.66, 0.05], [-0.02, 0.20, -0.65], [0.46, -0.19, 0.37], [0.03, 0.01, -0.01], [0.06, 0.00, -0.09], [-0.14, 0.06, -0.06], [-0.35, 0.02, 0.46], [-0.06, -0.03, -0.08], [0.03, -0.02, 0.05], [-0.01, -0.02, 0.08], [-0.05, 0.00, 0.06], [0.02, 0.00, -0.08], [-0.40, 0.02, 0.38], [0.38, -0.35, -0.13], [0.00, -0.10, 0.06], [-0.07, 0.00, 0.07], [-0.07, 0.13, 0.00], [0.22, 0.30, -0.40], [-0.08, 0.02, 0.07], [0.03, -0.04, -0.03], [0.06, -0.01, -0.05], [0.03, 0.04, -0.05], [-0.06, 0.00, 0.06], [0.32, 0.28, -0.32], [-0.35, 0.12, 0.41], [0.02, 0.12, 0.04], [0.03, 0.00, -0.03], [-0.03, -0.02, 0.05], [-0.20, -0.61, -0.12], [0.06, 0.02, -0.03], [-0.04, 0.00, 0.05], [-0.05, 0.00, 0.04], [0.01, -0.08, -0.07], [0.05, 0.04, -0.02], [0.60, -0.17, 0.86], [-0.10, 0.45, -0.40], [0.01, 0.14, 0.09], [0.00, -0.07, 0.05], [-0.32, -0.02, -0.09], [-0.07, -0.49, -0.29], [0.02, -0.03, 0.07], [-0.01, 0.03, -0.05], [0.01, 0.03, -0.08], [0.02, -0.13, -0.08], [0.02, 0.04, 0.07], [0.93, 0.26, 0.31], [-0.29, -0.11, -0.46], [0.07, -0.01, -0.09], [0.09, 0.02, 0.01], [0.02, 0.02, 0.13], [-0.48, -0.03, 0.31], [0.07, 0.03, 0.03], [-0.04, -0.02, -0.05], [-0.07, -0.01, -0.01], [-0.06, 0.00, 0.03], [0.05, -0.02, 0.00], [0.43, 0.74, -0.03], [0.10, -0.53, 0.10], [0.11, -0.03, 0.03], [0.06, 0.07, 0.00], [-0.07, 0.11, -0.04], [-0.52, -0.18, -0.06], [0.03, 0.06, -0.01], [0.00, -0.06, 0.01], [-0.04, -0.06, 0.00], [-0.06, -0.03, -0.01], [0.04, 0.05, 0.01]]
}